ORCA calculation (ωB97M-V/def2-TZVPD) on a molecular structure, C21H32Cl3GeN4PPtS3 in a non-equilibrium geometry.

Calculated values
multiplicity	2
electronic energy	-167356.9351	eV
E_HOMO (spin up / spin down)	-16.41 / -16.35	eV
F_max	0.05366	Eh/bohr
net charge	+3
energy above the lowest of the compared OMol25 structures with the same formula, charge and spin	16.2	kcal/mol

```
66
Properties=species:S:1:pos:R:3:forces:R:3
Pt 0.146589 -2.015966 -0.581949 -0.219 -0.222 -1.512
Cl 2.426305 1.455328 2.709909 0.007 0.031 0.208
Ge 0.378188 1.090754 2.494095 0.684 0.395 -2.644
Cl -0.530932 0.626000 4.297069 -0.355 0.331 -0.139
Cl 0.264474 -1.021023 1.523533 -0.081 -0.244 0.302
C 2.673572 -4.506232 -0.433456 0.028 0.033 0.050
C 3.037967 -3.127085 -0.848117 -0.090 -0.053 -0.075
N 2.194408 -2.143941 -1.172230 0.313 0.281 0.587
C 2.974890 -1.045192 -1.523514 -0.098 -0.009 -0.081
C 4.278532 -1.378877 -1.421173 -0.024 -0.034 0.006
N 4.292180 -2.691034 -0.995816 0.072 0.009 -0.008
H 1.591157 -4.600234 -0.359832 -0.005 -0.009 0.020
H 3.113471 -4.758185 0.531600 -0.013 0.001 0.005
H 3.029556 -5.232721 -1.164957 -0.019 0.000 -0.008
H 2.535302 -0.122859 -1.860169 0.001 0.023 0.058
H 5.179551 -0.822632 -1.608454 0.004 -0.023 -0.041
H 5.119814 -3.243458 -0.826053 0.000 -0.020 -0.048
C -3.717977 -3.217945 -2.756610 0.097 -0.022 -0.170
C -2.412845 -2.486486 -2.438698 -0.002 0.041 -0.155
C -1.163786 -3.147972 -3.048251 -0.341 -0.177 0.184
P -2.108656 -2.255174 -0.673063 -0.205 0.266 1.465
C -2.546498 -3.726616 0.326273 0.349 -0.116 -0.177
C -2.076113 -3.518655 1.770611 -0.121 0.054 0.037
C -1.894627 -4.992580 -0.248700 -0.098 -0.013 0.003
C -3.039957 -0.823654 0.006029 -0.189 -0.033 -0.265
C -3.138866 0.301392 -1.029509 0.050 0.031 0.067
C -4.428427 -1.213237 0.528294 0.023 0.056 0.018
H -3.863235 -3.220903 -3.837860 -0.032 -0.016 0.002
H -4.586435 -2.731562 -2.313412 0.023 0.035 0.004
H -3.695920 -4.254728 -2.426147 -0.016 0.005 0.021
H -2.480586 -1.470022 -2.835497 0.041 0.016 0.013
H -1.146465 -4.221771 -2.872196 0.089 0.021 0.076
H -0.207009 -2.720527 -2.645086 0.201 0.090 -0.012
H -1.135617 -2.985337 -4.125628 0.206 0.110 0.025
H -3.634949 -3.817813 0.296254 0.000 -0.002 -0.043
H -0.990679 -3.610301 1.836526 0.006 -0.024 0.003
H -2.510145 -4.291469 2.404688 0.004 -0.007 -0.013
H -2.362814 -2.551825 2.186730 -0.018 -0.014 0.010
H -0.825699 -4.842293 -0.428260 0.020 -0.023 0.052
H -2.351981 -5.324025 -1.178010 0.004 -0.005 -0.004
H -1.990492 -5.805377 0.471127 -0.010 -0.005 -0.011
H -2.423572 -0.482256 0.841896 -0.028 -0.016 0.042
H -3.856261 0.052875 -1.812376 0.015 -0.010 -0.011
H -2.178092 0.530672 -1.497348 -0.011 0.009 -0.004
H -3.498404 1.207104 -0.540541 -0.001 0.000 -0.014
H -5.048424 -1.646398 -0.257161 -0.004 0.009 -0.004
H -4.935635 -0.315398 0.883194 -0.004 0.000 -0.017
H -4.385283 -1.912196 1.361127 -0.011 -0.011 -0.010
S 0.310874 7.707787 -0.918952 0.060 -0.326 0.038
C 0.534602 6.176577 -0.318172 0.174 0.609 -0.120
S -0.416886 4.888217 -0.941732 -0.178 -0.418 -0.025
C 0.426575 3.785996 0.072176 0.196 0.942 0.452
N 1.327340 4.355720 0.831095 -0.039 -0.491 0.085
N 1.406162 5.678773 0.641136 0.142 0.411 0.091
C 2.374083 6.386171 1.433211 -0.357 -0.258 -0.253
C 3.261539 5.620527 2.206904 0.076 -0.059 -0.009
C 4.202380 6.258182 2.982694 0.006 -0.072 0.007
C 4.277118 7.649147 3.002288 0.004 0.036 -0.006
C 3.390792 8.403650 2.241244 -0.036 -0.087 -0.012
C 2.436587 7.784158 1.458892 0.042 0.156 0.120
S 0.082875 2.097517 0.060086 -0.269 -1.176 1.858
H 3.220345 4.543806 2.178239 -0.010 0.004 0.004
H 4.888120 5.671008 3.577202 0.013 0.003 -0.012
H 5.021149 8.144338 3.611477 -0.002 -0.012 0.015
H 3.432012 9.483283 2.270168 0.000 0.001 -0.021
H 1.754760 8.396983 0.903156 -0.062 0.001 -0.005
```
Forces are in eV/Å.

ORCA calculation (ωB97M-V/def2-TZVPD) on a molecular structure, C24H44N2OP2PbSi in a non-equilibrium geometry.

Calculated values
electronic energy	-62329.4075	eV
E_HOMO (spin up / spin down)	-6.48 / -6.86	eV
F_max	0.04170	Eh/bohr
energy above the lowest of the compared OMol25 structures with the same formula, charge and spin	0.0	kcal/mol

```
75
Properties=species:S:1:pos:R:3:forces:R:3
Pb 0.178418 -0.361286 -0.081637 1.400 -0.050 -1.121
P -2.262823 -1.621654 0.585272 -0.651 -0.552 -0.040
P 2.164817 1.660694 -0.476159 0.237 0.056 -0.006
N -1.011640 1.321373 -1.436998 0.711 -0.744 1.252
H 0.599398 -1.880415 3.113420 0.060 0.089 0.017
C -3.297274 -0.982863 1.949721 -0.127 0.137 0.078
H -4.146193 -1.647768 2.173915 0.239 0.205 -0.126
H -3.664868 0.019768 1.697310 0.057 -0.232 0.067
H -2.666339 -0.894468 2.845904 -0.163 -0.048 -0.237
C -2.018289 -3.367517 1.065358 0.092 -0.052 0.160
H -2.942548 -3.764771 1.507751 0.221 0.052 -0.097
H -1.204194 -3.407305 1.802104 -0.259 -0.070 -0.108
H -1.717760 -3.985295 0.211840 -0.028 0.191 0.070
C -3.318007 -1.694346 -0.917667 -0.083 0.103 -0.008
H -4.129713 -2.433771 -0.817507 0.253 0.292 0.013
H -2.691652 -1.968871 -1.781020 -0.152 0.031 0.357
H -3.733116 -0.695013 -1.120138 0.086 -0.313 0.092
C 2.311726 3.103457 0.630918 -0.077 0.120 0.067
H 3.188294 3.722221 0.383864 -0.253 -0.190 0.037
H 2.394484 2.741374 1.662189 0.001 0.049 -0.200
H 1.401301 3.705460 0.551707 0.144 -0.038 0.027
C 3.831499 0.908791 -0.281051 0.008 -0.027 -0.008
H 4.616342 1.681141 -0.305525 -0.222 -0.227 -0.003
H 4.037688 0.156866 -1.053765 -0.138 0.293 0.267
H 3.839592 0.400613 0.697404 0.010 0.206 -0.304
C 2.073720 2.387406 -2.160457 0.043 -0.023 0.005
H 2.990073 2.937602 -2.428993 -0.296 -0.155 0.087
H 1.203225 3.058217 -2.183880 0.267 -0.138 0.040
H 1.886175 1.593616 -2.897394 0.104 0.240 0.269
C -1.767016 1.641581 -2.444833 -0.568 0.024 -0.209
C -3.512529 3.193439 -3.244390 0.223 -0.254 0.051
C -2.759797 2.671055 -2.204318 -0.217 0.276 -0.473
C -1.695600 1.090064 -3.786852 0.229 -0.032 0.421
C -2.448009 1.632042 -4.804305 -0.083 -0.110 -0.251
C -3.346797 2.686661 -4.555791 0.001 0.152 0.488
H -4.228636 3.994011 -3.032105 0.216 -0.312 -0.230
H -2.865446 3.020684 -1.168481 0.095 -0.111 -0.560
H -1.005966 0.248904 -3.937521 -0.262 0.419 -0.036
H -2.349825 1.230781 -5.822011 -0.090 0.208 0.464
H -3.929610 3.111494 -5.368193 0.104 -0.099 0.088
C 1.261063 -0.988837 3.162933 -0.535 -0.528 -0.510
O 1.118323 -0.230238 2.005856 -0.158 0.591 -1.129
C 0.796763 -0.162191 4.363366 -0.113 0.059 0.331
H 1.419896 -0.319493 5.245154 0.013 -0.058 0.056
H -0.225816 -0.449904 4.626060 0.050 0.169 0.061
H 0.793335 0.911781 4.134904 0.136 -0.310 -0.090
C 2.673643 -1.544864 3.269454 0.310 0.186 0.157
H 3.394303 -0.749704 3.497423 -0.079 -0.042 -0.065
H 2.981910 -2.025793 2.333217 -0.172 0.103 0.113
H 2.729418 -2.287002 4.067630 0.056 -0.023 0.068
C 4.269237 -2.676237 -1.429325 0.674 -0.077 -0.151
Si 2.977201 -2.320605 -2.738602 -1.827 0.095 1.118
C 3.252924 -0.720047 -3.689549 0.132 0.120 -0.013
C 2.675340 -3.721542 -3.959314 0.108 -0.159 -0.124
N 1.470579 -2.187405 -1.820178 -0.045 1.680 -0.301
C 0.781145 -3.279183 -1.448400 -0.846 -0.951 0.622
C -0.355237 -3.776939 -2.187635 1.155 -0.048 0.123
C -0.626527 -5.140940 -2.143054 -0.250 -0.153 0.357
C 0.019401 -5.970609 -1.214211 -0.014 -0.211 -0.103
C 0.881387 -5.406071 -0.262903 -0.464 -0.029 0.166
C 1.162161 -4.048735 -0.294501 0.168 -0.035 -0.784
H 5.288723 -2.730674 -1.820995 0.089 -0.048 0.026
H 4.058454 -3.629045 -0.930149 -0.080 0.068 -0.182
H 4.265220 -1.912999 -0.641891 -0.118 -0.082 -0.213
H 3.976435 -0.845907 -4.503099 -0.033 -0.042 0.105
H 2.305760 -0.398153 -4.143494 0.138 -0.148 0.105
H 3.614344 0.103740 -3.062962 -0.052 -0.184 -0.148
H 2.463359 -4.667056 -3.441535 0.068 0.199 -0.018
H 1.787329 -3.492131 -4.567148 0.196 0.046 0.189
H 3.505407 -3.897013 -4.652469 -0.006 0.036 0.103
H -0.846088 -3.114272 -2.902397 0.318 -0.201 -0.035
H -1.343825 -5.574348 -2.847973 0.173 0.154 0.309
H -0.157603 -7.052300 -1.219712 0.031 0.482 -0.001
H 1.330704 -6.033312 0.511797 -0.214 0.163 -0.197
H 1.799227 -3.574959 0.457236 0.055 -0.186 -0.347
```
Forces are in eV/Å.

ORCA calculation (ωB97M-V/def2-TZVPD) on 2 unconnected molecules or ions with the total composition C5H15NO in a non-equilibrium geometry.

Calculated values
electronic energy	-8965.4118	eV
SMILES	CCNC(C)C.O
E_HOMO	-8.40	eV
F_max	0.03007	Eh/bohr
energy above the lowest of the compared OMol25 structures with the same formula, charge and spin	21.8	kcal/mol

```
22
Properties=species:S:1:pos:R:3:forces:R:3
C -2.869278 -0.053913 0.991574 0.835 0.407 -0.932
C -1.653508 -0.557951 0.182657 0.310 0.684 0.742
N -0.514929 0.379867 0.154846 -0.463 0.103 0.028
C 1.110988 -1.028328 -1.143427 0.687 -0.857 0.085
C 0.340531 0.271590 -1.011582 0.328 0.553 -0.916
C 1.228775 1.534451 -1.159126 0.306 -0.078 0.031
H -3.552041 -0.897931 1.051557 -0.178 0.124 0.680
H -3.377741 0.755554 0.462553 0.037 -0.100 -0.220
H -2.536198 0.418770 1.912398 -0.208 -0.574 0.456
H -1.280302 -1.480494 0.632931 -0.422 -0.438 -0.267
H -2.008041 -0.708054 -0.824528 0.153 -0.382 -0.471
H 0.073259 0.164129 0.952543 -0.031 0.167 0.140
H 1.842974 -1.018526 -1.956928 -0.042 0.341 0.010
H 1.667768 -1.277434 -0.234436 -0.048 0.185 0.030
H 0.499815 -1.904998 -1.373993 -0.371 0.190 0.183
H -0.271085 0.341621 -1.911957 -0.517 -0.229 0.138
H 0.744037 2.190440 -1.882687 0.076 0.272 0.244
H 1.406220 2.084992 -0.234481 -0.351 -0.098 0.123
H 2.229850 1.334709 -1.548287 -0.093 -0.311 -0.127
H 2.204356 0.606488 2.427676 0.668 0.820 0.421
H 2.722231 -0.880457 2.338989 0.062 0.486 0.125
O 1.992312 -0.274535 2.173707 -0.739 -1.263 -0.500
```
Forces are in eV/Å.

ORCA calculation (ωB97M-V/def2-TZVPD) on a single C2H3NOS molecule in a non-equilibrium geometry.

Calculated values
electronic energy	-16495.1507	eV
SMILES	O=CNC=S
E_HOMO	-9.08	eV
F_max	0.03337	Eh/bohr
energy above the lowest of the compared OMol25 structures with the same formula, charge and spin	1.1	kcal/mol

```
8
Properties=species:S:1:pos:R:3:forces:R:3
C 1.244727 0.180922 0.014223 0.493 1.603 0.361
C -1.052089 -0.509158 0.002483 0.141 -0.498 -0.279
H 1.871308 1.082587 0.278200 -0.595 -0.494 -0.394
H -0.482323 1.427943 -0.155798 0.679 -0.757 0.111
H -0.539358 -1.466883 0.107839 -0.452 -0.131 0.054
N -0.112181 0.463251 -0.117854 -0.509 1.111 0.128
O 1.721707 -0.903602 -0.090824 0.118 -0.797 -0.029
S -2.651788 -0.275057 -0.038271 0.124 -0.037 0.048
```
Forces are in eV/Å.

ORCA calculation (ωB97M-V/def2-TZVPD) on a single C19H31F5N4O5P2 molecule in a non-equilibrium geometry.

Calculated values
electronic energy	-68552.8202	eV
SMILES	CCN[C@@](CCCC(F)(F)C(F)(F)F)(O[C@@](C)(P(N)O)P(=N)(O)O)[C@@H](N)CC(=O)c1ccccc1
E_HOMO	-8.01	eV
F_max	0.17008	Eh/bohr
energy above the lowest of the compared OMol25 structures with the same formula, charge and spin	346.3	kcal/mol

```
66
Properties=species:S:1:pos:R:3:forces:R:3
C -0.059877 1.592349 4.695988 -1.292 -1.164 -0.603
C -0.674992 2.378982 3.382887 -0.416 1.098 2.265
N 0.239815 2.507019 2.208353 -1.360 -1.049 1.000
C 0.346600 1.276306 1.336344 3.729 0.150 0.280
C 1.779733 0.560680 1.841040 0.481 -1.150 0.562
C 1.745181 -1.091685 1.665323 -0.266 0.153 0.927
C 3.210589 -1.804129 1.975418 -0.358 -0.493 0.210
C 3.670018 -2.819420 0.770249 1.244 0.339 0.355
F 3.996830 -2.098556 -0.507123 -0.688 -2.301 3.892
F 4.862707 -3.598889 1.268964 -3.341 2.387 -1.923
C 2.535512 -3.954074 0.375727 -0.980 -2.717 -1.153
F 3.213499 -5.269888 0.072396 -2.547 4.594 0.902
F 1.574697 -4.252567 1.477738 3.206 1.274 -3.901
F 1.775142 -3.555155 -0.866567 2.363 -1.424 4.506
O -0.659239 0.259484 1.499701 0.139 1.599 -1.218
C -1.868052 0.343792 0.734823 -2.960 -0.357 1.198
C -2.628720 1.768565 0.575168 -1.239 1.118 -0.548
P -1.803486 -0.508225 -1.017006 0.393 -0.801 -1.631
N -1.916039 -2.291926 -0.689242 0.179 1.089 -0.111
O -3.239722 -0.162599 -1.938596 1.963 -0.924 -0.006
P -3.146737 -0.772842 1.709140 -1.879 -1.358 0.704
N -4.410735 -1.154951 0.775228 2.408 -0.532 1.973
O -3.638851 0.134995 3.155204 0.255 -0.650 -2.309
O -2.313788 -2.202137 2.356913 -1.743 3.006 1.065
C 0.665482 1.803458 -0.179377 0.973 0.742 -0.893
N 1.569692 3.043587 -0.005909 -0.504 -0.532 -1.714
C 1.497321 0.777497 -1.142889 0.967 -0.019 -0.925
C 1.605655 1.515013 -2.640697 3.069 3.384 -1.177
O 2.492790 2.519799 -2.887793 -5.705 -6.442 1.566
C 0.621410 0.938702 -3.830279 -1.574 -1.438 -2.758
C -0.896160 1.513498 -4.123148 1.946 -3.457 -2.251
C -1.782197 0.790361 -5.329471 3.497 -1.392 0.778
C -1.171019 -0.465948 -6.213573 2.590 1.543 2.846
C 0.360766 -1.000120 -5.944153 -1.110 3.097 2.697
C 1.256677 -0.299964 -4.757441 -3.580 1.240 -0.577
H -0.151622 0.429649 4.439712 0.521 2.374 0.682
H -0.810662 1.760954 5.599709 1.854 -0.192 -1.752
H 1.048400 1.865772 4.948367 -2.181 -0.379 -0.397
H -0.886585 3.491375 3.765931 0.426 -2.273 -0.943
H -1.729457 1.916185 3.189714 2.177 0.766 -0.056
H 1.180497 2.787132 2.605815 -1.512 -0.582 -1.161
H 2.725807 1.059745 1.327621 -2.130 -1.101 0.857
H 1.962254 0.729638 3.008645 -0.698 -0.227 -2.533
H 1.291244 -1.426955 0.636961 1.022 0.706 1.973
H 1.009565 -1.473334 2.524128 1.514 0.756 -2.145
H 4.047043 -1.015818 2.242801 -1.553 -1.710 -1.035
H 3.091171 -2.477961 2.949853 0.359 1.264 -2.313
H -2.082822 2.709130 0.999336 -0.606 -2.060 -0.617
H -2.873912 2.023648 -0.565269 0.661 -0.801 2.389
H -3.698281 1.746800 1.105411 2.403 -0.043 -1.203
H -2.060893 -2.824593 -1.574737 0.362 0.748 1.014
H -1.069789 -2.631508 -0.182000 -0.856 0.351 -0.719
H -2.936067 -0.240919 -2.908132 -0.386 0.367 2.060
H -4.408754 -2.217240 0.763411 -0.154 1.627 -0.190
H -4.478584 0.653213 2.966244 1.359 -1.226 0.059
H -2.569646 -2.291152 3.337631 0.508 0.329 -2.025
H -0.254381 2.183635 -0.791650 1.315 -0.968 1.478
H 2.561330 2.763914 -0.194617 -1.293 0.364 0.025
H 1.314388 3.705920 -0.798930 0.661 -1.133 1.477
H 2.636533 0.645115 -0.808996 -2.513 0.523 -0.534
H 1.066053 -0.307227 -1.221485 0.519 2.275 -0.175
H -1.313885 2.411630 -3.483358 0.881 -2.115 -1.540
H -2.875187 1.173102 -5.548841 2.533 -0.861 0.489
H -1.789346 -1.018540 -7.049624 1.252 1.459 1.955
H 0.872388 -1.890350 -6.551739 -1.480 2.246 1.412
H 2.372697 -0.661972 -4.535252 -2.826 0.898 -0.563
```
Forces are in eV/Å.